{
  "formula": "C58H65AsCdN3OP2Si2",
  "method": "ωB97M-V with the def2-TZVPD basis set",
  "homo_lumo_gap_ev": 6.6,
  "mol_weight_da": 1125.63,
  "e_above_lowest_ev": 1.1578,
  "e_homo_ev": -4.4,
  "total_charge": -1,
  "largest_force_ha_per_bohr": 0.0379,
  "elements": ["Cd", "As", "P", "P", "Si", "Si", "O", "N", "N", "N", "C", "C", "C", "C", "C", "C", "C", "C", "C", "C", "C", "C", "C", "C", "C", "C", "C", "C", "C", "C", "C", "C", "C", "C", "C", "C", "C", "C", "C", "C", "C", "C", "C", "C", "C", "C", "C", "C", "C", "C", "C", "C", "C", "C", "C", "C", "C", "C", "C", "C", "C", "C", "C", "C", "C", "C", "C", "C", "H", "H", "H", "H", "H", "H", "H", "H", "H", "H", "H", "H", "H", "H", "H", "H", "H", "H", "H", "H", "H", "H", "H", "H", "H", "H", "H", "H", "H", "H", "H", "H", "H", "H", "H", "H", "H", "H", "H", "H", "H", "H", "H", "H", "H", "H", "H", "H", "H", "H", "H", "H", "H", "H", "H", "H", "H", "H", "H", "H", "H", "H", "H", "H", "H"],
  "xyz": [[0.10511, -0.81719, -1.28528], [0.56283, -0.80124, 3.07391], [1.76590, 1.48363, -1.44460], [-1.35115, 1.57109, -1.54848], [-3.15219, -0.17762, 0.38558], [3.85123, -0.56638, -0.72441], [0.67285, -1.05384, 1.47333], [-1.93418, 0.35812, -0.66052], [2.27051, 0.04879, -0.91327], [-3.66804, -3.59560, -2.79002], [-3.58580, 1.37217, -5.61139], [-2.78985, 5.57854, 0.28872], [-1.32257, 3.31787, 4.31023], [-0.52062, -2.17595, 3.91305], [-2.15118, -4.25758, 4.74586], [-0.84073, 1.65898, 2.64378], [-0.66553, 2.55642, 5.27033], [3.92928, -2.11008, 5.25472], [2.21492, 2.75649, -0.19848], [-4.16375, -4.16886, -1.56049], [2.64172, -2.00457, 4.74684], [-3.43913, 0.84408, 1.97042], [-0.18481, 0.89969, 3.60309], [-1.44251, 5.36561, 0.03618], [2.57208, 3.30531, 2.12382], [2.89052, 1.94600, -2.83143], [1.22974, -3.54822, -1.91008], [4.87617, -1.14092, 4.95859], [2.38035, 4.10229, -0.52787], [2.66238, 5.03480, 0.45718], [-3.91750, -4.40006, -3.96299], [0.01132, -2.87155, -2.01873], [-3.71158, 4.58080, -0.00465], [-2.28193, 1.59451, -3.14671], [2.54920, 1.48456, -4.10232], [-2.33957, 1.98188, -5.52932], [-1.69784, 2.10088, -4.30637], [-3.53223, 0.99288, -3.24122], [-2.39841, -2.89384, -2.70428], [-0.26154, -3.47819, 3.49147], [4.53722, -0.06212, 4.15384], [-2.61123, -1.88903, 0.98109], [4.53796, -1.12769, -2.41121], [-3.29049, 3.37769, -0.54800], [1.35464, -4.92113, -2.10370], [4.13065, 2.55610, -2.65745], [3.41236, 1.65041, -5.17407], [2.76158, 4.63685, 1.78513], [5.13203, 0.61097, 0.06985], [-1.07268, -4.51886, 3.90975], [-2.41070, -2.96196, 5.16531], [-1.40900, 2.87299, 2.99960], [2.29542, -0.92001, 3.95103], [-0.99588, -5.01701, -2.54398], [-1.02818, 4.16259, -0.51993], [5.00096, 2.71784, -3.72690], [0.22604, 1.46249, -2.16518], [-1.10685, -3.63972, -2.38709], [-1.59781, -1.91697, 4.74742], [3.25084, 0.04733, 3.65228], [-4.18724, 0.88724, -4.46116], [3.80959, -2.08103, 0.41527], [2.29440, 2.37506, 1.13312], [-1.93992, 3.15766, -0.81146], [4.64368, 2.26664, -4.98806], [-0.09319, 1.34443, 4.91798], [0.22419, -5.66610, -2.39051], [-4.90680, -0.41714, -0.33097], [5.17850, -2.00934, -2.32444], [0.42879, 0.74220, 5.65482], [2.12467, -2.98269, -1.67683], [-4.99985, -4.49781, -4.09894], [-4.00733, 2.59143, -0.75852], [-4.22489, -3.38824, -0.80092], [2.99687, 5.36339, 2.55361], [2.64252, 3.00441, 3.16402], [-2.65229, 0.63590, 2.69739], [4.75687, -2.62602, 0.36061], [-3.26041, -2.75791, 5.80455], [-2.50519, -2.60375, 0.16398], [5.32840, 2.38356, -5.81980], [-0.71127, 6.13130, 0.26919], [2.99389, 0.87541, 3.00233], [-0.87853, -5.52647, 3.56597], [-0.60323, 2.90847, 6.29258], [0.55271, -3.65198, 2.79520], [1.58872, 0.99935, -4.23164], [5.27727, 0.68470, 3.89611], [5.96494, 3.19049, -3.57633], [-1.76633, 4.26525, 4.59031], [2.28815, 4.40549, -1.56478], [-3.44170, 1.92040, 1.78584], [-1.63399, -1.80025, 1.45117], [-1.86381, 2.36057, -6.42653], [4.19480, -2.96087, 5.86943], [3.70784, -1.37770, -3.07556], [-5.39530, 0.53052, -0.57669], [-2.51025, -2.08816, -1.97105], [-0.90656, 1.28627, 1.62504], [2.81400, 6.07459, 0.19134], [-2.26024, -2.39506, -3.67028], [5.88205, -1.23547, 5.34774], [-5.17056, -4.55620, -1.73706], [-4.90167, -1.03495, -1.23321], [3.64867, -1.78703, 1.45191], [-4.07529, 1.26423, -6.57220], [-1.86221, -5.61887, -2.78630], [-1.91434, 3.46482, 2.24780], [3.13374, 1.29678, -6.15959], [2.14100, 1.32457, 1.35522], [4.64529, 1.36611, 0.69076], [-3.97615, 0.58386, -2.34395], [0.01229, 3.98192, -0.73514], [5.82751, 0.05246, 0.70187], [-3.30704, -2.30786, 1.71609], [5.71298, 1.14040, -0.68756], [-3.50537, -5.42022, -3.93331], [3.00330, -2.76342, 0.14787], [4.42415, 2.90100, -1.67375], [5.11311, -0.33615, -2.89876], [-4.76492, 4.74593, 0.18897], [-0.72350, 2.56706, -4.23855], [0.28571, -6.74203, -2.50882], [-3.54896, -4.99227, -1.16247], [-1.81437, -0.89986, 5.05412], [-5.16266, 0.41690, -4.50723], [-2.80121, -5.06741, 5.05253], [1.90655, -2.76880, 4.96787], [-3.11874, 6.51810, 0.71623], [-3.50307, -3.89666, -4.83747], [-5.52895, -0.92395, 0.41155], [-4.39446, 0.57720, 2.43022], [2.32429, -5.39889, -2.01268]],
  "forces_ev_per_a": [[0.0, -0.6, -0.2], [0.0, 0.0, 1.1], [0.1, -0.1, -1.0], [0.0, 0.1, -1.1], [-0.2, -0.6, 0.3], [0.1, -0.4, 0.0], [0.0, 0.1, -0.6], [0.2, 0.4, 0.1], [0.0, 0.5, 0.2], [0.0, -0.1, 0.0], [0.0, 0.0, 0.0], [0.1, 0.0, 0.1], [0.0, 0.0, -0.2], [0.1, 0.0, -0.2], [0.0, 0.0, 0.0], [0.7, 0.1, 0.0], [0.0, -0.1, 0.1], [0.0, 0.0, 0.0], [-0.4, 0.1, -0.1], [0.0, 0.0, -0.1], [-0.1, 0.0, 0.0], [-0.2, -0.3, -0.2], [0.1, -0.1, -0.2], [0.0, 0.0, 0.0], [0.0, 0.1, 0.1], [0.2, -0.1, 0.0], [0.0, 0.0, -0.1], [0.0, 0.0, 0.0], [0.1, -0.1, 0.0], [0.0, 0.1, 0.0], [0.0, 0.1, 0.1], [0.2, -0.1, 0.3], [-0.1, 0.0, 0.0], [-0.2, -0.2, 0.1], [0.0, 0.1, -0.1], [-0.1, 0.1, 0.0], [-0.1, 0.1, 0.0], [0.1, 0.1, 0.1], [-0.1, 0.0, 0.0], [0.0, 0.1, -0.1], [0.0, 0.0, 0.0], [-0.2, 0.2, 0.0], [0.0, 0.1, 0.2], [0.1, -0.1, 0.0], [0.0, 0.0, 0.0], [-0.1, 0.0, 0.0], [0.1, 0.0, 0.0], [0.1, 0.0, 0.0], [-0.2, 0.0, -0.1], [0.0, 0.0, 0.0], [-0.1, 0.0, 0.0], [0.3, 0.3, 0.1], [-0.1, 0.0, -0.2], [0.0, -0.1, 0.0], [-0.1, 0.0, 0.0], [0.1, 0.0, 0.0], [-0.1, 0.2, 1.9], [-0.1, 0.2, -0.1], [0.1, 0.1, 0.0], [-0.1, 0.0, -0.1], [-0.1, 0.0, 0.0], [0.0, 0.2, -0.2], [0.0, 0.0, 0.0], [0.3, -0.1, 0.0], [0.0, 0.0, 0.0], [0.0, 0.0, 0.1], [0.0, 0.0, 0.0], [0.3, 0.1, -0.1], [0.0, 0.0, 0.0], [0.0, 0.1, 0.0], [0.0, 0.0, 0.0], [0.0, 0.0, -0.1], [-0.1, 0.1, 0.0], [0.0, -0.1, 0.0], [0.0, 0.0, 0.0], [0.0, 0.0, 0.0], [-0.6, -0.1, -0.1], [0.0, 0.0, 0.0], [0.0, 0.0, 0.0], [0.1, 0.0, 0.0], [0.0, 0.0, 0.0], [0.0, 0.0, 0.0], [0.1, -0.1, 0.1], [0.0, 0.0, 0.0], [0.0, 0.0, 0.0], [0.0, -0.1, 0.0], [0.0, 0.0, 0.0], [0.0, 0.0, 0.0], [0.0, 0.0, 0.0], [0.0, 0.0, 0.0], [0.0, 0.1, 0.0], [-0.1, -0.1, 0.0], [0.1, 0.0, 0.0], [0.0, 0.0, 0.0], [0.0, 0.0, 0.0], [0.0, 0.0, 0.0], [0.0, 0.0, 0.0], [0.0, 0.0, -0.1], [0.1, 0.1, 0.0], [0.0, 0.0, 0.0], [0.1, 0.1, 0.1], [0.0, 0.0, 0.0], [0.0, 0.0, 0.1], [0.0, 0.0, 0.0], [0.0, 0.1, 0.1], [0.0, 0.0, 0.0], [0.0, 0.1, 0.0], [0.0, 0.1, 0.0], [0.0, 0.0, 0.0], [-0.1, 0.0, -0.1], [0.0, 0.0, 0.0], [0.0, 0.0, -0.1], [0.1, 0.0, 0.0], [0.0, -0.1, 0.0], [0.0, 0.0, 0.0], [0.0, 0.0, 0.0], [0.0, 0.0, 0.0], [0.0, 0.0, 0.0], [0.0, 0.0, 0.0], [0.0, 0.0, 0.0], [0.0, 0.0, 0.0], [0.1, -0.1, 0.0], [0.0, 0.0, 0.0], [0.0, 0.0, 0.0], [0.0, 0.0, 0.0], [0.0, 0.0, 0.0], [0.0, 0.0, 0.0], [0.0, 0.0, 0.0], [0.0, 0.0, 0.0], [0.0, 0.0, 0.0], [0.0, 0.0, 0.1], [-0.1, -0.1, -0.1], [0.0, 0.0, 0.0]]
}